Formula: C5H11N
Source: OMol25
Level of theory: ωB97M-V with the def2-TZVPD basis set

```
17
Properties=species:S:1:pos:R:3:forces:R:3:nbo_charge:R:1
C -1.7852 0.9372 0.0837 -0.085 0.167 -0.071 -0.4108
N -0.9497 -0.1316 0.5645 -0.142 -0.057 -0.152 -0.4163
C 0.1306 0.0336 1.5023 0.089 -0.051 0.160 -0.2477
C 0.3914 -0.3414 0.0666 0.156 -0.069 -0.163 0.0894
C 0.5992 -1.7442 -0.4863 0.094 -0.033 0.079 -0.6059
C 1.1396 0.7002 -0.7603 -0.059 0.063 -0.031 -0.6300
H -1.2859 1.9092 -0.0538 0.004 -0.119 0.078 0.1660
H -2.1752 0.6038 -0.8833 -0.079 0.243 0.082 0.2004
H -2.6315 1.0720 0.7650 0.128 0.012 -0.095 0.2027
H 0.1653 -0.6733 2.3313 0.014 -0.011 -0.237 0.1972
H 0.4118 1.0536 1.7936 -0.008 -0.240 -0.187 0.1805
H 1.6457 -2.0599 -0.4461 -0.051 0.027 0.031 0.2051
H 0.2994 -1.7383 -1.5454 0.093 0.028 0.216 0.2064
H -0.0275 -2.4935 0.0060 0.145 0.245 0.140 0.2243
H 2.2186 0.5198 -0.6693 -0.206 -0.012 -0.005 0.2196
H 0.8888 0.6197 -1.8246 -0.025 0.009 0.134 0.2079
H 0.9644 1.7332 -0.4439 -0.072 -0.204 0.020 0.2113
```
Forces are in eV/Å.

**LUMO level**: 0.0392 hartree
**E_HOMO**: -8.79 eV
**Max |F|**: 0.317 eV/A
**Energy**: -251.81562 hartree
**Orbital gap**: 9.9 eV
**SMILES string**: CN1CC1(C)C
**2S+1**: 1
**Energy relative to the best compared isomer or geometry (same formula, charge and spin)**: 123.2 kJ/mol